A structure of composition C48H49F27O26Zr at a distorted geometry, computed with ωB97M-V with the def2-TZVPD basis set.

Geometry as XYZ:
```
151
Properties=species:S:1:pos:R:3:lowdin_charge:R:1
Zr 0.79 0.21 3.62 2.19
C 2.38 2.81 6.51 0.03
C 3.05 2.33 7.69 -0.32
C 3.94 1.00 7.56 -0.27
O 4.40 0.66 8.69 0.04
C 3.95 0.26 6.33 0.03
C 3.29 0.82 5.31 -0.36
C 2.53 2.14 5.34 -0.34
O 1.65 2.37 4.40 -0.17
O 3.09 -0.03 4.34 -0.18
O 2.83 2.48 8.86 0.09
H 1.61 3.56 6.57 0.11
H 4.38 -0.73 6.28 0.12
C 1.50 1.20 -0.67 0.05
C 1.10 0.81 0.71 -0.20
C -0.23 -0.11 0.81 -0.31
O -0.46 -0.44 1.96 -0.16
C -0.92 -0.46 -0.40 0.00
C -0.55 0.08 -1.59 -0.32
C 0.69 0.93 -1.73 -0.34
O 1.10 1.38 -2.85 0.04
O -1.31 -0.31 -2.57 0.00
O 1.56 1.09 1.87 -0.16
H 2.38 1.80 -0.85 0.10
H -1.76 -1.14 -0.36 0.10
C 3.83 -3.69 4.81 -0.05
C 2.76 -4.18 3.76 -0.17
O 3.22 -3.85 2.45 0.04
C 2.77 -2.80 1.73 -0.22
O 1.99 -1.91 2.23 0.01
C 3.12 -2.91 0.21 -0.53
F 4.43 -2.98 0.02 0.18
F 2.64 -4.09 -0.31 0.14
F 2.71 -1.90 -0.53 0.20
H 3.53 -3.76 5.85 0.08
H 4.04 -2.63 4.67 0.06
H 4.70 -4.34 4.84 0.08
H 1.87 -3.63 4.06 0.10
H 2.59 -5.24 3.96 0.13
C -2.26 -4.86 -1.62 -0.04
C -1.30 -4.24 -0.57 -0.16
O -1.84 -4.78 0.64 0.01
C -1.16 -4.55 1.79 -0.31
O 0.02 -4.17 1.82 0.13
C -2.00 -4.93 3.07 -0.40
F -1.45 -5.99 3.68 0.18
F -1.90 -3.89 4.00 0.09
F -3.35 -5.14 2.75 0.10
H -3.22 -5.29 -1.32 0.08
H -1.81 -5.77 -2.02 0.07
H -2.43 -4.16 -2.43 0.07
H -1.35 -3.16 -0.68 0.10
H -0.27 -4.57 -0.71 0.12
C 6.89 -0.86 -1.19 -0.06
C 7.43 -0.43 0.17 -0.17
O 6.87 0.90 0.58 0.01
C 5.65 0.99 1.20 -0.28
O 5.02 0.00 1.59 0.11
C 5.12 2.49 1.44 -0.55
F 4.74 2.60 2.69 0.20
F 6.01 3.40 1.07 0.18
F 4.04 2.72 0.67 0.15
H 7.39 -1.73 -1.62 0.09
H 7.30 -0.10 -1.86 0.07
H 5.80 -0.86 -1.17 0.07
H 8.52 -0.38 0.18 0.12
H 7.36 -1.27 0.86 0.11
C -4.59 -2.08 1.75 -0.02
C -3.95 -0.72 1.95 -0.15
O -4.30 -0.33 3.31 0.05
C -3.49 -0.44 4.33 -0.31
O -2.25 -0.39 4.23 0.05
C -4.27 -0.48 5.72 -0.56
F -3.52 0.08 6.71 0.15
F -5.43 0.09 5.71 0.22
F -4.50 -1.72 6.12 0.18
H -4.92 -2.05 0.72 0.08
H -5.43 -2.25 2.43 0.10
H -3.87 -2.88 1.89 0.06
H -4.21 -0.07 1.11 0.12
H -2.86 -0.85 1.96 0.09
C -3.84 2.21 -2.19 -0.01
C -5.00 1.30 -2.86 -0.15
O -5.93 1.07 -1.81 0.00
C -6.77 0.00 -1.86 -0.34
O -6.83 -0.81 -2.77 0.17
C -7.61 -0.04 -0.59 -0.54
F -7.75 -1.34 -0.29 0.16
F -7.11 0.55 0.53 0.13
F -8.77 0.56 -0.77 0.20
H -2.90 2.13 -2.74 0.06
H -3.73 1.86 -1.17 0.05
H -4.00 3.28 -2.23 0.07
H -4.54 0.36 -3.15 0.09
H -5.42 1.71 -3.77 0.13
C 0.00 1.74 -6.15 -0.04
C -1.44 1.61 -5.62 -0.18
O -2.46 2.54 -6.07 0.04
C -3.52 2.26 -6.82 -0.38
O -3.75 1.15 -7.26 0.14
C -4.44 3.39 -7.15 -0.56
F -5.65 3.19 -6.56 0.15
F -3.91 4.46 -6.66 0.21
F -4.65 3.43 -8.49 0.17
H 0.33 2.77 -6.04 0.08
H -0.09 1.74 -7.24 0.07
H 0.72 1.07 -5.68 0.08
H -1.20 1.77 -4.57 0.09
H -1.94 0.65 -5.48 0.11
C -3.62 -1.85 -4.84 -0.05
C -3.31 -2.27 -6.27 -0.17
O -3.05 -3.66 -6.14 0.01
C -2.66 -4.43 -7.12 -0.36
O -2.74 -4.02 -8.29 0.12
C -2.09 -5.77 -6.67 -0.63
F -0.95 -6.04 -7.25 0.22
F -2.00 -5.83 -5.36 0.18
F -2.99 -6.68 -6.93 0.19
H -2.76 -2.07 -4.20 0.07
H -4.37 -2.39 -4.27 0.08
H -3.89 -0.80 -4.89 0.06
H -2.35 -1.83 -6.54 0.14
H -4.10 -2.24 -7.01 0.14
C 4.02 4.27 -2.53 -0.05
C 5.23 3.41 -2.75 -0.22
O 6.29 3.61 -1.79 -0.02
C 7.62 3.34 -2.09 -0.30
O 8.05 2.62 -2.97 0.15
C 8.63 4.21 -1.26 -0.65
F 9.39 3.36 -0.63 0.19
F 9.33 4.88 -2.04 0.27
F 8.07 5.01 -0.31 0.14
H 3.50 4.51 -3.46 0.09
H 4.44 5.23 -2.21 0.08
H 3.36 3.90 -1.74 0.06
H 5.69 3.71 -3.69 0.12
H 4.99 2.35 -2.85 0.13
C -2.09 3.55 6.44 -0.04
C -1.57 4.18 5.13 -0.17
O -2.13 3.93 3.82 0.06
C -1.76 2.93 2.96 -0.21
O -0.98 1.97 3.21 0.00
C -2.35 3.08 1.56 -0.60
F -3.26 2.20 1.49 0.25
F -2.75 4.38 1.32 0.16
F -1.46 2.79 0.66 0.21
H -1.88 2.49 6.37 0.06
H -3.18 3.59 6.48 0.08
H -1.54 3.99 7.27 0.09
H -0.52 3.89 5.07 0.10
H -1.48 5.26 5.22 0.13
```

The net charge is 0. The total energy comes out at -178451.7991 eV. The gap between HOMO and LUMO is 5.4 eV.